(1)
{"formula": "C42H94F30N3P6", "method": "ωB97M-V/def2-TZVPD", "elements": ["C", "C", "C", "C", "P", "C", "C", "C", "C", "C", "C", "C", "C", "C", "C", "C", "C", "H", "H", "H", "H", "H", "H", "H", "H", "H", "H", "H", "H", "H", "H", "H", "H", "H", "H", "H", "H", "H", "H", "H", "H", "H", "H", "H", "H", "H", "H", "H", "H", "H", "H", "H", "H", "C", "C", "C", "C", "N", "C", "C", "C", "C", "C", "H", "H", "H", "H", "H", "H", "H", "H", "H", "H", "H", "H", "H", "H", "H", "H", "H", "H", "H", "H", "C", "C", "C", "C", "N", "C", "C", "C", "C", "C", "H", "H", "H", "H", "H", "H", "H", "H", "H", "H", "H", "H", "H", "H", "H", "H", "H", "H", "H", "H", "C", "C", "C", "N", "C", "C", "C", "C", "C", "H", "H", "H", "H", "H", "H", "H", "H", "H", "H", "H", "H", "H", "H", "H", "H", "H", "H", "P", "F", "F", "F", "F", "F", "F", "P", "F", "F", "F", "F", "F", "F", "P", "F", "F", "F", "F", "F", "F", "P", "F", "F", "F", "F", "F", "F", "P", "F", "F", "F", "F", "F", "F"], "coordinates": [[-4.978, -9.888, -13.821], [-5.078, -8.360, -13.913], [-3.951, -7.544, -13.198], [-4.134, -7.535, -11.638], [-2.999, -6.536, -10.572], [-3.768, -6.509, -8.961], [-5.005, -5.636, -8.674], [-5.596, -5.722, -7.255], [-6.267, -7.037, -6.997], [-2.909, -4.754, -11.146], [-2.432, -3.756, -10.037], [-2.962, -2.359, -10.324], [-2.556, -1.386, -9.171], [-1.315, -7.259, -10.709], [-1.183, -8.752, -10.535], [-1.030, -9.347, -9.156], [-0.931, -10.883, -9.135], [-5.998, -10.121, -14.126], [-4.802, -10.503, -12.939], [-4.350, -10.358, -14.577], [-6.006, -8.045, -13.437], [-5.231, -8.000, -14.930], [-3.914, -6.564, -13.673], [-2.978, -7.894, -13.544], [-4.158, -8.526, -11.184], [-5.128, -7.122, -11.466], [-2.930, -6.185, -8.344], [-3.968, -7.577, -8.868], [-5.887, -5.953, -9.231], [-4.779, -4.591, -8.885], [-6.398, -4.998, -7.110], [-4.997, -5.378, -6.412], [-7.048, -7.468, -7.624], [-6.736, -7.014, -6.013], [-5.499, -7.805, -6.907], [-3.858, -4.606, -11.661], [-2.271, -4.837, -12.026], [-1.353, -3.793, -9.888], [-2.674, -3.964, -8.995], [-4.041, -2.487, -10.418], [-2.504, -1.985, -11.240], [-2.798, -0.359, -9.447], [-1.499, -1.376, -8.905], [-3.077, -1.632, -8.245], [-0.544, -6.818, -10.079], [-1.052, -6.902, -11.705], [-0.273, -9.122, -11.007], [-1.986, -9.178, -11.135], [-1.759, -8.940, -8.456], [-0.090, -9.073, -8.677], [-1.710, -11.415, -9.681], [-0.997, -11.491, -8.233], [0.009, -11.146, -9.619], [5.530, 12.302, 9.899], [4.389, 11.538, 9.216], [3.453, 10.654, 10.171], [4.279, 9.836, 11.173], [3.625, 8.531, 11.667], [4.587, 7.835, 12.718], [4.145, 6.365, 12.738], [3.773, 6.087, 11.285], [3.377, 7.438, 10.624], [2.400, 8.825, 12.589], [6.163, 12.654, 9.085], [6.118, 11.682, 10.575], [5.226, 13.128, 10.542], [4.728, 10.976, 8.345], [3.792, 12.326, 8.757], [2.731, 10.017, 9.660], [2.890, 11.348, 10.795], [4.588, 10.360, 12.078], [5.206, 9.478, 10.724], [4.784, 8.274, 13.696], [5.500, 7.784, 12.126], [3.321, 6.236, 13.440], [5.020, 5.779, 13.020], [2.996, 5.337, 11.136], [4.618, 5.617, 10.783], [2.304, 7.511, 10.448], [3.874, 7.631, 9.673], [1.671, 9.435, 12.057], [2.828, 9.431, 13.389], [1.890, 7.888, 12.809], [3.044, -5.168, 7.569], [1.795, -4.442, 7.009], [1.097, -5.113, 5.882], [0.836, -6.663, 6.021], [0.276, -7.255, 4.703], [0.062, -8.766, 4.778], [0.102, -9.314, 3.331], [0.819, -8.288, 2.497], [1.311, -7.253, 3.541], [-1.088, -6.523, 4.371], [3.795, -5.612, 6.916], [2.774, -5.999, 8.221], [3.522, -4.490, 8.276], [2.147, -3.471, 6.662], [1.208, -4.102, 7.862], [1.699, -4.869, 5.006], [0.171, -4.589, 5.645], [0.083, -6.844, 6.789], [1.821, -7.088, 6.212], [-0.932, -8.871, 5.212], [0.905, -9.161, 5.345], [-0.808, -9.806, 2.987], [0.846, -10.110, 3.326], [0.066, -7.966, 1.777], [1.607, -8.567, 1.797], [1.534, -6.255, 3.165], [2.301, -7.429, 3.963], [-1.523, -7.128, 3.576], [-1.005, -5.488, 4.038], [-1.641, -6.603, 5.307], [-3.009, 7.450, -0.520], [-2.526, 6.059, -0.049], [-1.023, 6.024, -0.125], [-0.403, 4.688, 0.389], [-0.405, 3.581, -0.617], [1.161, 5.011, 0.676], [1.688, 4.073, 1.814], [0.414, 3.485, 2.427], [-0.769, 4.214, 1.888], [-2.796, 7.658, -1.569], [-2.617, 8.235, 0.126], [-4.075, 7.587, -0.335], [-2.908, 5.187, -0.580], [-2.970, 5.846, 0.923], [-0.681, 6.794, 0.567], [-0.684, 6.244, -1.137], [-1.405, 3.163, -0.735], [0.107, 2.797, -0.058], [0.162, 3.769, -1.529], [1.648, 4.871, -0.289], [1.218, 6.058, 0.973], [2.391, 3.315, 1.469], [2.257, 4.607, 2.575], [0.466, 2.405, 2.288], [0.368, 3.634, 3.506], [-1.667, 3.597, 1.920], [-1.069, 5.146, 2.366], [-3.358, 10.944, 6.360], [-2.015, 10.626, 5.480], [-2.725, 10.345, 7.677], [-2.670, 12.448, 6.657], [-4.626, 11.487, 7.220], [-4.025, 11.554, 4.984], [-3.991, 9.485, 6.059], [3.238, -4.619, -4.084], [3.997, -5.730, -4.962], [2.691, -3.835, -5.410], [1.924, -5.581, -4.121], [2.213, -3.612, -3.239], [3.777, -5.207, -2.696], [4.301, -3.413, -3.879], [6.271, 7.916, -4.555], [6.856, 7.190, -3.177], [7.179, 9.286, -4.099], [7.501, 7.244, -5.404], [5.648, 8.753, -5.796], [5.464, 6.592, -4.996], [4.970, 8.368, -3.658], [9.240, 6.820, 6.228], [10.773, 6.253, 6.306], [8.525, 5.643, 7.187], [9.451, 7.699, 7.606], [7.769, 7.487, 5.912], [9.937, 8.038, 5.361], [9.194, 5.789, 4.940], [-8.085, 0.603, 1.874], [-7.012, -0.464, 2.314], [-8.991, 0.152, 3.070], [-7.437, 1.806, 2.715], [-9.246, 1.581, 1.099], [-7.092, 0.894, 0.593], [-8.775, -0.619, 1.000]], "mulliken_charge": [-1.151, -0.803, -0.707, -1.246, 0.708, -0.938, -0.290, -0.696, -1.272, -1.145, -1.016, -0.450, -1.350, -1.009, -0.752, -0.284, -1.384, 0.339, 0.327, 0.340, 0.369, 0.435, 0.439, 0.414, 0.629, 0.640, 0.520, 0.651, 0.233, 0.038, 0.370, 0.405, 0.323, 0.384, 0.299, 0.560, 0.754, 0.610, 0.420, 0.327, 0.317, 0.381, 0.352, 0.344, 0.522, 0.582, 0.527, 0.283, 0.319, 0.308, 0.319, 0.385, 0.323, -1.097, -0.651, -0.681, -0.939, 0.195, -0.660, -0.650, -0.665, -0.576, -1.004, 0.345, 0.312, 0.308, 0.389, 0.399, 0.437, 0.373, 0.450, 0.557, 0.424, 0.435, 0.306, 0.393, 0.331, 0.363, 0.376, 0.396, 0.355, 0.361, 0.419, -1.296, -0.675, -0.391, -0.701, 0.222, -0.456, -0.716, -0.640, -0.712, -0.917, 0.342, 0.333, 0.369, 0.391, 0.368, 0.293, 0.359, 0.291, 0.409, 0.372, 0.348, 0.383, 0.296, 0.316, 0.452, 0.421, 0.453, 0.434, 0.280, 0.373, -1.323, -0.347, -0.747, 0.108, -0.962, -0.561, -0.597, -0.638, -0.572, 0.346, 0.371, 0.384, 0.373, 0.349, 0.351, 0.373, 0.321, 0.436, 0.347, 0.453, 0.353, 0.318, 0.321, 0.328, 0.371, 0.421, 0.423, 1.146, -0.360, -0.337, -0.391, -0.349, -0.363, -0.346, 1.123, -0.327, -0.361, -0.363, -0.397, -0.342, -0.333, 1.147, -0.364, -0.383, -0.350, -0.339, -0.349, -0.362, 1.144, -0.354, -0.376, -0.357, -0.348, -0.357, -0.353, 1.139, -0.336, -0.324, -0.334, -0.384, -0.374, -0.387], "gap_ev": 7.6, "e_homo_ev": -7.95, "lumo_energy_ev": -0.34, "total_charge": -1}

(2)
{"formula": "C24H15N2O3PRuS2", "method": "ωB97M-V/def2-TZVPD", "elements": ["Ru", "O", "C", "C", "C", "C", "C", "C", "C", "P", "C", "C", "C", "C", "C", "C", "C", "C", "C", "C", "C", "C", "H", "H", "H", "H", "H", "H", "H", "H", "H", "H", "H", "H", "H", "H", "S", "C", "C", "N", "C", "S", "C", "N", "O", "C", "O", "H"], "coordinates": [[-0.016, -0.021, 0.313], [2.298, -0.817, -0.592], [2.026, 0.252, -0.093], [2.724, 1.506, 0.035], [4.122, 1.626, 0.054], [4.699, 2.822, 0.420], [3.906, 3.922, 0.746], [2.526, 3.847, 0.626], [1.935, 2.653, 0.252], [0.204, 2.275, -0.104], [0.138, 2.079, -1.937], [1.145, 2.536, -2.786], [1.068, 2.291, -4.149], [-0.002, 1.585, -4.676], [-1.007, 1.126, -3.836], [-0.937, 1.365, -2.473], [-0.641, 3.861, 0.155], [-0.734, 4.334, 1.466], [-1.172, 5.626, 1.705], [-1.535, 6.444, 0.644], [-1.485, 5.960, -0.656], [-1.047, 4.668, -0.903], [4.717, 0.758, -0.199], [5.777, 2.919, 0.468], [4.370, 4.840, 1.084], [1.914, 4.715, 0.834], [1.985, 3.079, -2.369], [1.848, 2.659, -4.805], [-0.052, 1.389, -5.739], [-1.846, 0.575, -4.240], [-1.732, 1.019, -1.824], [-0.447, 3.684, 2.287], [-1.212, 6.005, 2.718], [-1.864, 7.459, 0.829], [-1.763, 6.599, -1.484], [-1.000, 4.290, -1.916], [-2.422, -0.198, 0.646], [-2.739, 0.169, 2.299], [-4.100, 0.033, 2.691], [-5.215, -0.091, 2.959], [-1.795, 0.552, 3.210], [-0.122, 0.790, 2.876], [-2.202, 0.775, 4.556], [-2.521, 0.953, 5.649], [0.574, -2.025, 1.364], [0.235, -2.648, 0.336], [-0.313, -2.133, -0.664], [0.430, -3.740, 0.308]], "nbo_charge": [0.411, -0.525, 0.434, -0.153, -0.163, -0.208, -0.209, -0.146, -0.338, 1.127, -0.251, -0.246, -0.214, -0.214, -0.193, -0.228, -0.280, -0.207, -0.218, -0.191, -0.220, -0.216, 0.228, 0.212, 0.212, 0.218, 0.216, 0.207, 0.208, 0.215, 0.247, 0.249, 0.217, 0.208, 0.211, 0.229, -0.136, -0.297, 0.283, -0.350, -0.313, -0.072, 0.282, -0.353, -0.678, 0.650, -0.721, 0.078], "gap_ev": [5.9, 5.9], "e_homo_ev": [-4.09, -4.06], "lumo_energy_ev": [1.84, 1.80], "total_charge": -1, "multiplicity": 2, "relative_energy_ev": 2.875}

(3)
{"formula": "C17H22AuN9OS", "method": "ωB97M-V/def2-TZVPD", "elements": ["Au", "N", "C", "N", "C", "N", "C", "C", "N", "C", "C", "N", "H", "H", "H", "H", "H", "C", "C", "C", "C", "N", "C", "S", "N", "H", "H", "H", "H", "H", "C", "N", "C", "C", "C", "N", "C", "C", "O", "H", "H", "H", "H", "H", "H", "H", "H", "H", "H", "H", "H"], "coordinates": [[1.145, -1.431, -0.949], [4.398, -1.932, -3.382], [3.893, -1.975, -2.147], [2.766, -1.283, -2.130], [2.632, -0.813, -3.408], [3.620, -1.211, -4.175], [1.522, 0.030, -3.805], [1.330, 0.453, -5.134], [0.303, 1.204, -5.439], [-0.529, 1.595, -4.501], [-0.339, 1.185, -3.178], [0.662, 0.393, -2.861], [5.230, -2.377, -3.751], [4.344, -2.473, -1.310], [2.006, 0.156, -5.925], [-1.361, 2.216, -4.798], [-0.998, 1.505, -2.386], [1.411, 5.614, 3.222], [1.777, 4.176, 3.318], [2.289, 3.614, 4.499], [2.558, 2.256, 4.433], [2.394, 1.554, 3.340], [1.935, 2.137, 2.231], [1.785, 1.264, 0.780], [1.605, 3.428, 2.252], [1.651, 6.141, 4.140], [0.345, 5.713, 3.018], [1.947, 6.070, 2.390], [2.451, 4.201, 5.387], [2.927, 1.700, 5.288], [-1.551, -4.455, 0.525], [-2.254, -3.203, 0.677], [-3.650, -3.298, 1.048], [-4.088, -2.023, 1.746], [-3.762, -0.864, 0.820], [-2.361, -0.898, 0.436], [-1.801, 0.371, 0.041], [-1.638, -2.032, 0.428], [-0.388, -2.041, 0.230], [-1.753, -5.100, 1.380], [-0.482, -4.279, 0.459], [-1.897, -4.964, -0.380], [-3.769, -4.157, 1.709], [-4.259, -3.473, 0.153], [-3.559, -1.924, 2.695], [-5.155, -2.047, 1.962], [-3.955, 0.089, 1.317], [-4.384, -0.919, -0.079], [-1.791, 1.068, 0.883], [-2.424, 0.797, -0.754], [-0.779, 0.240, -0.313]], "nbo_charge": [0.779, -0.298, 0.231, -0.568, 0.293, -0.199, 0.083, 0.065, -0.340, 0.035, 0.007, -0.436, 0.455, 0.248, 0.233, 0.225, 0.202, -0.662, 0.282, -0.117, 0.081, -0.381, 0.119, 0.645, -0.412, 0.239, 0.263, 0.264, 0.259, 0.238, -0.411, -0.399, -0.212, -0.421, -0.211, -0.418, -0.403, 0.818, -0.788, 0.218, 0.235, 0.211, 0.229, 0.206, 0.219, 0.250, 0.220, 0.207, 0.205, 0.212, 0.202], "gap_ev": [8.6, 4.2], "e_homo_ev": [-14.25, -14.21], "lumo_energy_ev": [-5.63, -10.00], "total_charge": 2, "multiplicity": 3, "relative_energy_ev": 1.420}

(4)
{"formula": "C4H12", "method": "ωB97M-V/def2-TZVPD", "elements": ["C", "C", "H", "H", "H", "H", "H", "H", "C", "C", "H", "H", "H", "H", "H", "H"], "coordinates": [[-1.421, 2.263, 0.828], [-2.216, 1.200, -0.026], [-2.255, 2.455, 1.720], [-0.416, 1.941, 1.201], [-1.169, 3.244, 0.366], [-2.397, 1.699, -0.996], [-1.519, 0.552, -0.545], [-2.910, 0.525, 0.297], [1.562, -2.453, -0.319], [1.951, -0.972, -0.420], [0.724, -2.601, 0.284], [1.400, -3.055, -1.252], [2.410, -2.886, 0.173], [1.117, -0.331, -0.509], [2.598, -0.889, -1.305], [2.540, -0.691, 0.501]], "nbo_charge": [-0.619, -0.642, 0.204, 0.209, 0.213, 0.216, 0.203, 0.216, -0.606, -0.601, 0.199, 0.202, 0.200, 0.200, 0.204, 0.202], "gap_ev": 12.3, "e_homo_ev": -11.23, "lumo_energy_ev": 1.06, "smiles": "CC.CC", "relative_energy_ev": 1.486}

| no. | strongest force on any atom (eV/A) |
| --- | --- |
| 1 | 4.3 |
| 2 | 4.8 |
| 3 | 2.6 |
| 4 | 6.2 |